DFT (ωB97M-V/def2-TZVPD) results for a molecular structure, C58H53BrN7O15SSiY.

```
137
Properties=species:S:1:pos:R:3:forces:R:3:mulliken_charge:R:1
Y 0.60046 -0.55486 -0.26247 -0.8380 -0.7176 0.8783 -0.787
C 3.85244 -2.77135 -2.56793 -0.0164 -0.0312 -0.0107 -0.762
C 3.60811 -2.55962 -3.92541 -0.0466 0.1034 0.0587 -1.206
C 2.68840 -1.59402 -4.29597 -0.0010 -0.0275 -0.1051 -0.491
C 1.99206 -0.86347 -3.31707 -0.0268 0.1100 -0.0498 1.427
C 2.10037 -1.16077 -1.95173 0.7393 -0.3644 -0.6568 1.180
C 3.08760 -2.10686 -1.61990 0.1784 -0.0715 -0.1483 -0.023
C 1.18903 0.32052 -3.72345 -0.1087 0.0254 0.0870 0.565
C 1.47489 0.95657 -4.97871 -0.0095 -0.1196 0.0175 -1.456
C 0.80921 2.07041 -5.36324 0.0081 0.0439 -0.0785 -1.654
C -0.17772 2.62225 -4.51274 -0.0533 0.0311 0.0525 1.525
C -0.91576 3.78312 -4.84665 0.0316 -0.0311 -0.0002 -0.731
C -1.85284 4.28368 -3.98791 -0.0224 0.0020 0.0466 -1.002
C -2.08630 3.63018 -2.75774 -0.0103 0.0627 -0.0253 -0.282
C -1.38115 2.51068 -2.41130 0.0664 -0.1588 0.0083 0.370
C -0.39648 1.96901 -3.27826 0.0335 -0.1743 0.0061 -1.035
N 0.29752 0.84222 -2.89049 0.0968 0.1872 -0.0960 1.408
H 4.61745 -3.48097 -2.25696 -0.1211 0.0535 -0.0386 0.411
H 4.13994 -3.12684 -4.68165 -0.0275 0.0057 0.0238 0.318
H 2.48624 -1.44453 -5.35422 0.0815 0.0264 0.0787 0.443
H 3.26735 -2.32684 -0.57135 -0.0685 -0.0243 -0.0840 -0.075
H 2.25740 0.55176 -5.60273 -0.0153 -0.0073 0.0147 0.539
H 1.03156 2.55452 -6.30988 -0.0054 -0.0102 0.0511 0.393
H -0.72424 4.26459 -5.80144 0.0036 -0.0315 0.0649 0.416
H -2.41567 5.17495 -4.24388 0.0446 -0.0662 0.0173 0.389
H -2.83448 4.03022 -2.07762 0.0623 -0.0670 -0.0561 0.497
H -1.55422 1.99942 -1.47554 0.0116 0.0650 -0.0314 -0.265
O -1.88102 0.28260 -0.24149 0.2794 0.0136 0.2462 0.550
C -2.98622 -0.04864 -0.65085 -0.0249 -0.0749 -0.1707 -0.226
C -3.27004 -1.02423 -1.65330 0.1988 -0.0166 0.0509 0.184
C -4.58588 -1.16918 -2.06948 -0.3568 0.0433 -0.0255 -0.192
C -4.92322 -2.10802 -3.01295 -0.0145 -0.0927 -0.1258 -1.073
C -3.92598 -2.98803 -3.52164 -0.1988 0.0428 -0.0487 -0.509
C -2.63037 -2.86363 -3.13904 0.0458 -0.0778 -0.0871 -0.649
C -2.20317 -1.82808 -2.21894 -0.0838 0.0725 -0.0504 0.036
O -1.00338 -1.65352 -1.94199 0.3628 -0.0094 0.2516 1.148
N -6.28325 -2.18976 -3.49195 -0.0301 -0.0411 0.0915 1.012
O -6.57198 -3.08003 -4.28516 0.1300 0.0696 0.0544 -0.684
O -7.10885 -1.36893 -3.09635 0.2459 -0.1040 0.0090 -0.674
H -3.87816 0.45342 -0.22847 -0.0447 0.0589 0.0358 -0.188
H -5.36357 -0.53743 -1.65401 0.0509 0.0079 -0.0043 0.602
H -4.23107 -3.75559 -4.22190 0.0431 0.0334 0.0277 0.501
H -1.86584 -3.53725 -3.51320 -0.1030 0.0941 0.0359 0.268
O 6.23839 2.53764 1.08140 -0.1088 -0.3290 0.2760 -0.596
C 5.77100 3.13038 0.01256 -0.1071 0.1478 -0.3044 0.379
O 6.32988 4.07125 -0.52167 -0.0293 -0.1502 0.1186 -0.695
C 4.48497 2.61619 -0.54089 0.0754 -0.1533 0.2945 0.239
C 3.88147 3.16935 -1.63884 -0.0580 0.1663 -0.2363 -0.825
N 2.73272 2.49881 -1.82911 -0.1348 0.1454 -0.1079 0.097
N 2.53728 1.53910 -0.91856 -0.2422 0.0503 0.1090 1.138
C 3.59523 1.57990 -0.13125 0.0955 -0.0250 0.0525 -0.305
C 3.70116 0.52469 0.94630 0.1073 -0.0642 0.1358 0.414
O 4.66952 0.61699 1.74182 0.0576 0.2386 -0.2417 -0.985
O 2.82060 -0.35649 0.94245 -0.5037 0.1383 -0.0787 0.067
H 5.62184 1.75740 1.38027 0.0823 0.0652 -0.0216 0.402
H 4.20143 3.98519 -2.26947 -0.0487 -0.1037 0.0552 0.531
H 2.04079 2.64365 -2.54654 -0.0214 -0.0478 -0.0487 -0.273
C -0.98003 -3.87351 2.99819 0.0068 -0.0691 -0.0300 -1.645
C -1.45801 -4.21897 1.57519 -0.0931 0.0615 0.0948 3.022
C -2.25635 -5.52878 1.60299 0.0522 -0.0377 0.0253 -1.982
C -2.38645 -3.09650 1.08647 -0.0210 -0.1003 -0.0484 -1.791
Si 0.09406 -4.21411 0.46689 0.0620 0.0915 -0.1287 -1.139
O 0.64790 -2.73196 0.26033 -0.0574 0.6784 -0.1913 1.335
C -0.18801 -5.05854 -1.21900 -0.0969 0.0876 -0.2415 0.693
C -0.90173 -6.24461 -1.44168 0.0745 0.0626 -0.0065 -0.635
C -1.03891 -6.78575 -2.71725 0.0487 0.0291 -0.0143 -0.874
C -0.43480 -6.16573 -3.80644 0.0183 0.0879 0.1193 -0.532
C 0.30198 -5.00114 -3.60924 -0.0270 -0.0861 0.0892 -0.653
C 0.41162 -4.45143 -2.33478 -0.0718 -0.1868 0.0468 0.470
C 1.43046 -5.29209 1.27398 0.2878 0.0731 0.1492 0.661
C 2.70274 -4.72178 1.43209 -0.0932 -0.0484 0.0558 0.013
C 3.75512 -5.43953 1.99514 -0.0891 -0.0776 -0.0006 -0.782
C 3.54979 -6.74215 2.44000 -0.1102 0.1085 -0.0569 -0.497
C 2.29199 -7.32362 2.30463 0.0634 0.0586 -0.0297 -0.686
C 1.25383 -6.60920 1.71577 0.0386 0.0471 -0.0514 -0.237
H -1.84226 -3.75001 3.67021 0.0915 -0.0020 -0.0805 0.444
H -0.42700 -2.92981 3.00913 -0.0800 -0.0986 0.0009 0.113
H -0.33198 -4.66007 3.40567 -0.1018 0.0705 -0.0416 0.383
H -3.09397 -5.43540 2.31268 0.1102 -0.0163 -0.0747 0.471
H -1.64244 -6.38034 1.92850 -0.1616 0.1424 -0.0355 0.304
H -2.68097 -5.76402 0.61989 0.0125 0.0596 0.1777 0.347
H -3.26465 -3.01414 1.74614 0.0956 -0.0250 -0.0734 0.648
H -2.74305 -3.28980 0.06576 0.0135 0.0093 0.1189 0.250
H -1.86994 -2.13599 1.10167 -0.0302 0.0067 0.0403 -0.161
H -1.36415 -6.76360 -0.60600 0.0649 0.0436 -0.1315 0.218
H -1.61700 -7.69454 -2.86244 0.0478 0.0634 0.0206 0.378
H -0.54510 -6.58280 -4.80169 0.0187 -0.0068 0.0179 0.337
H 0.78266 -4.50732 -4.44868 -0.0289 -0.0176 0.0536 0.389
H 0.95874 -3.52644 -2.19557 -0.0505 -0.0200 -0.0286 -0.169
H 2.84911 -3.68869 1.12009 -0.0191 -0.1752 0.0517 -0.013
H 4.73420 -4.97982 2.09249 -0.0835 -0.0113 0.0205 0.430
H 4.36153 -7.29839 2.89624 -0.0156 0.0054 -0.0184 0.358
H 2.12255 -8.33577 2.66042 0.0073 0.0433 -0.0448 0.390
H 0.28735 -7.09584 1.59849 0.1369 0.0508 0.0234 0.025
Br 0.18186 2.70885 7.69974 0.0011 -0.0221 -0.0333 -0.243
C 0.71827 2.30022 5.91314 -0.0173 -0.0456 -0.0558 -0.170
C 1.80616 2.97496 5.38044 0.0179 -0.0348 -0.0529 -0.548
C 2.16705 2.71071 4.06518 -0.0114 0.0295 0.0483 -0.855
C 1.46051 1.77178 3.32481 -0.0035 0.0654 0.1012 0.682
C 0.41695 1.05626 3.88973 0.0753 -0.0546 -0.0302 -0.409
C 0.02730 1.33938 5.19605 0.0110 0.0718 0.1228 -0.345
C -0.31898 -0.05956 3.14745 -0.2460 -0.2640 -0.4931 -0.652
O -1.18562 -0.65140 3.79022 -0.0234 -0.0005 -0.0339 -0.760
O -0.03822 -0.27222 1.91275 0.2127 0.4896 0.7595 -0.121
H 2.36840 3.67553 5.98552 -0.0555 0.0198 -0.0226 0.447
H 3.02001 3.22102 3.62933 -0.0582 -0.0379 -0.0044 0.541
H 1.70846 1.57469 2.30327 0.1988 -0.1618 -0.3603 0.379
H -0.80361 0.79074 5.62101 0.0659 0.0235 -0.0228 0.654
C 0.59752 7.14512 3.35136 -0.1057 -0.1437 -0.0067 -1.526
C 0.05510 5.74897 3.66288 0.0471 0.0911 -0.1040 0.705
S -1.68944 5.73604 3.98940 -0.1387 0.0582 0.3159 1.276
O -1.98917 6.78548 4.93933 0.1318 -0.0332 -0.1285 -0.756
O -2.08576 4.38380 4.29374 0.0000 0.0871 -0.0450 -0.603
C -2.46331 6.22544 2.45608 0.0888 -0.2064 -0.1431 -0.899
C -2.84871 5.06424 1.54307 0.4021 0.0193 0.0096 -1.179
N -1.69746 4.28251 1.06132 -0.1742 0.2436 -0.2121 1.288
C -1.47351 2.95818 1.29224 0.2183 -0.1322 -0.0704 0.390
N -0.34504 2.54824 0.70642 -0.1401 0.0504 0.1538 1.130
C 0.17236 3.61714 0.07470 0.3191 -0.0793 0.0570 -1.238
C -0.63478 4.70069 0.25571 -0.2102 0.1271 0.2231 -0.738
N -0.51204 5.94396 -0.40479 -0.2892 -0.3367 0.1824 1.404
O 0.46994 6.11810 -1.08544 0.6792 0.0632 -0.3566 -0.738
O -1.40682 6.77154 -0.28738 -0.4909 0.2860 0.1771 -0.764
C -2.38530 2.09522 2.09321 0.0786 0.1869 -0.0331 -1.453
H 1.68553 7.14498 3.42237 -0.0404 -0.0459 -0.0329 0.440
H 0.20297 7.86846 4.06566 0.0449 -0.0246 -0.0066 0.363
H 0.32944 7.47189 2.34251 0.0380 -0.0489 0.0819 0.320
H 0.46852 5.33756 4.58811 0.0245 -0.0324 -0.0953 0.262
H 0.22296 5.02386 2.85788 0.0597 0.0506 0.1793 -0.389
H -1.78997 6.90746 1.94231 -0.0722 0.1176 0.0575 0.373
H -3.34161 6.78197 2.78771 -0.0321 -0.0675 -0.1368 0.517
H -3.37742 5.46382 0.68309 -0.0664 0.0454 -0.0695 0.432
H -3.50021 4.38737 2.08237 0.0140 -0.1849 0.0053 0.563
H 1.09733 3.57589 -0.48328 -0.1953 0.0248 0.0673 0.361
H -3.40658 2.14091 1.70759 0.0000 0.0178 -0.0207 0.592
H -2.39020 2.41818 3.13305 -0.0255 0.0056 0.0278 0.339
H -2.03719 1.07248 2.03239 -0.0035 -0.0317 -0.0951 -0.764
```
Forces are in eV/Å.

Calculated values
Frontier orbital gap   6.53 eV
Total energy   -7054.23714 hartree
LUMO energy   2.71 eV
Highest occupied orbital energy   -3.81 eV
Charge   -2

=====

DFT (ωB97M-V/def2-TZVPD) results for a gas-phase ion, C4H9N3 (charge +2).

```
16
Properties=species:S:1:pos:R:3:forces:R:3:mulliken_charge:R:1
C 1.92313 0.19046 0.08463 -3.7450 1.0956 0.5263 0.404
C -2.32961 1.42425 0.12874 1.4479 1.3084 -1.9117 -0.780
C -1.28307 0.76894 -0.31590 -0.0951 1.1564 -2.6674 0.129
C -0.47902 -1.47540 -0.10979 -0.4312 -3.0950 2.7808 -0.915
N 0.83778 0.32342 0.55212 2.1660 0.8979 -0.0254 -0.358
N 3.12627 0.19741 -0.19459 1.9024 -2.7167 1.8154 -0.202
N -0.47315 -0.11177 0.49072 0.0317 -2.2111 -0.9648 0.497
H -2.53180 2.25357 -0.56902 -1.1210 -0.7132 0.3496 0.274
H -2.77602 1.35719 1.06317 -0.7039 0.0412 1.6679 0.326
H -0.98451 0.79553 -1.42888 -0.0399 0.0484 2.1131 0.310
H -0.35590 -1.58174 -1.12729 0.3728 1.0470 -2.4361 0.447
H 0.29568 -2.10145 0.35350 -0.0069 0.4544 0.1678 0.385
H -1.39291 -2.04821 0.10835 -0.1384 0.8428 0.2286 0.360
H 3.63257 0.70915 -0.89385 0.2544 0.5013 -0.5800 0.318
H 3.59405 -0.56576 0.39786 0.2571 1.3412 -1.2427 0.371
H -0.80348 -0.13559 1.46022 -0.1508 0.0014 0.1786 0.433
```
Forces are in eV/Å.

Calculated values
Frontier orbital gap   10.26 eV
Total energy   -321.24676 hartree
LUMO energy   -9.15 eV
Highest occupied orbital energy   -19.40 eV
Charge   +2
ΔE to the lowest compared entry with this formula, charge and spin   403.4 kJ/mol
SMILES string   C=C[N@@H+](C)N=C=[NH2+]